[1]
ORCA calculation (ωB97M-V with the def2-TZVPD basis set) on a 13-piece molecular cluster, C48H96O41S2 overall.

Values from the calculation:
* orbital gap: 10.7 eV
* lowest unoccupied orbital energy: 0.194 eV
* energy: -156943.9523 eV

Each line ends with the Mulliken charge.
Positions of all 187 atoms, in Å:
C (-1.95, 8.53, 1.24)  -0.946
C (-2.84, 7.25, 1.38)  0.450
O (-3.95, 7.29, 0.52)  -0.379
C (-3.82, 6.72, -0.70)  0.551
O (-2.86, 6.14, -1.20)  -0.450
O (-5.04, 6.92, -1.27)  -0.388
C (-5.20, 6.51, -2.65)  -0.516
H (-0.97, 8.44, 1.71)  0.287
H (-2.47, 9.46, 1.46)  0.336
H (-1.74, 8.63, 0.17)  0.132
H (-3.12, 7.17, 2.43)  0.294
H (-2.35, 6.31, 1.11)  -0.092
H (-4.26, 6.66, -3.17)  0.250
H (-5.87, 7.24, -3.10)  0.268
H (-5.49, 5.46, -2.60)  0.221
C (1.44, -3.98, -3.35)  -0.053
C (1.08, -5.46, -3.30)  -0.491
O (2.14, -6.37, -2.97)  -0.201
C (1.80, -7.66, -3.20)  0.697
O (0.87, -8.04, -3.89)  -0.565
O (2.66, -8.42, -2.37)  -0.277
C (2.57, -9.83, -2.28)  -0.751
H (2.27, -3.79, -4.02)  0.388
H (1.69, -3.68, -2.33)  -0.457
H (0.51, -3.47, -3.61)  0.148
H (0.79, -5.57, -4.34)  0.415
H (0.16, -5.50, -2.71)  0.288
H (3.35, -10.40, -2.79)  0.346
H (1.59, -10.13, -2.64)  0.374
H (2.48, -10.22, -1.27)  0.169
C (0.87, 6.07, -4.04)  -0.886
C (1.27, 7.56, -3.93)  -0.413
O (0.08, 8.32, -4.12)  -0.301
C (-0.26, 9.35, -3.32)  0.881
O (0.35, 9.74, -2.29)  -0.641
O (-1.33, 9.97, -3.76)  -0.336
C (-1.79, 11.14, -3.07)  -0.563
H (0.29, 5.75, -4.90)  0.326
H (0.37, 5.89, -3.09)  0.119
H (1.78, 5.48, -4.01)  0.413
H (1.97, 7.83, -4.72)  0.322
H (1.80, 7.70, -2.99)  0.337
H (-2.10, 10.83, -2.07)  0.219
H (-2.72, 11.48, -3.53)  0.250
H (-1.06, 11.95, -3.01)  0.290
C (0.53, -5.93, 1.02)  -0.885
C (-0.24, -7.20, 0.64)  -0.431
O (0.55, -8.34, 0.53)  -0.199
C (-0.02, -9.61, 0.39)  0.636
O (-1.22, -9.88, 0.27)  -0.599
O (0.98, -10.45, 0.72)  -0.277
C (0.78, -11.79, 0.92)  -0.773
H (1.21, -5.75, 0.19)  0.241
H (1.12, -5.87, 1.94)  0.343
H (-0.08, -5.03, 1.03)  0.349
H (-0.81, -6.97, -0.26)  0.320
H (-0.93, -7.44, 1.44)  0.296
H (0.24, -12.32, 0.13)  0.320
H (0.17, -11.99, 1.80)  0.321
H (1.75, -12.26, 1.03)  0.265
C (1.05, -1.93, -0.13)  0.384
C (0.62, -0.63, 0.51)  1.138
O (0.42, 0.37, -0.48)  0.216
C (-0.06, 1.59, -0.18)  0.216
O (-0.21, 1.97, 1.04)  -0.623
O (-0.35, 2.25, -1.35)  0.054
C (-0.92, 3.54, -1.33)  -0.238
H (2.02, -1.80, -0.59)  -0.224
H (0.39, -2.49, -0.80)  -0.481
H (1.10, -2.62, 0.72)  -0.132
H (1.45, -0.29, 1.12)  -0.833
H (-0.21, -0.83, 1.19)  0.012
H (-0.34, 4.37, -0.94)  0.391
H (-1.88, 3.43, -0.81)  -0.101
H (-1.16, 3.79, -2.36)  0.194
C (-4.42, 2.04, -0.46)  0.060
C (-4.99, 2.31, 1.01)  -0.642
O (-3.95, 2.13, 1.96)  -0.317
C (-3.54, 0.85, 2.30)  0.844
O (-3.87, -0.18, 1.72)  -0.645
O (-2.81, 0.98, 3.42)  -0.347
C (-2.26, -0.25, 3.90)  -0.626
H (-3.80, 2.90, -0.73)  -0.288
H (-5.21, 2.01, -1.22)  0.491
H (-3.90, 1.09, -0.45)  -0.090
H (-5.77, 1.57, 1.19)  0.331
H (-5.39, 3.32, 1.04)  0.406
H (-1.99, -0.89, 3.06)  0.123
H (-2.91, -0.86, 4.52)  0.404
H (-1.31, -0.17, 4.43)  0.324
C (6.47, 4.58, 2.96)  -1.179
C (5.55, 4.47, 1.78)  -0.183
O (4.64, 3.38, 1.81)  -0.235
C (3.67, 3.29, 2.64)  0.555
O (3.53, 4.09, 3.56)  -0.608
O (2.97, 2.12, 2.41)  0.044
C (2.04, 1.67, 3.41)  -0.395
H (7.09, 3.70, 2.79)  0.289
H (6.03, 4.72, 3.95)  0.320
H (7.06, 5.49, 2.96)  0.386
H (6.27, 4.27, 0.99)  0.251
H (5.03, 5.42, 1.63)  0.322
H (2.50, 1.72, 4.40)  0.526
H (1.82, 0.65, 3.10)  -0.061
H (1.13, 2.27, 3.34)  0.014
C (-6.01, -5.78, -3.71)  -1.178
C (-4.70, -5.52, -2.91)  -0.156
O (-4.50, -4.14, -2.55)  -0.333
C (-3.24, -3.76, -2.27)  0.666
O (-2.21, -4.49, -2.29)  -0.622
O (-3.35, -2.52, -2.00)  -0.334
C (-2.24, -1.71, -1.57)  0.961
H (-5.87, -5.47, -4.74)  0.312
H (-6.73, -5.03, -3.39)  0.300
H (-6.40, -6.79, -3.63)  0.343
H (-3.83, -5.90, -3.43)  0.270
H (-4.69, -6.18, -2.04)  0.288
H (-2.29, -1.01, -0.73)  -0.090
H (-2.00, -0.95, -2.31)  -0.145
H (-1.40, -2.39, -1.47)  -0.446
C (0.29, 5.02, 2.32)  -0.861
C (0.48, 5.60, 3.68)  -0.596
O (-0.43, 6.61, 3.93)  0.077
C (-0.41, 7.26, 5.12)  0.500
O (0.31, 7.03, 6.15)  -0.638
O (-1.34, 8.20, 5.05)  -0.253
C (-1.54, 8.99, 6.24)  -0.683
H (-0.73, 4.71, 2.08)  0.179
H (1.10, 4.35, 2.03)  0.173
H (0.50, 5.75, 1.54)  0.546
H (1.48, 6.01, 3.76)  0.305
H (0.42, 4.93, 4.53)  0.364
H (-1.90, 8.36, 7.05)  0.300
H (-2.27, 9.78, 6.05)  0.216
H (-0.58, 9.36, 6.59)  0.304
C (0.20, -3.63, 4.02)  -0.707
C (0.35, -4.67, 5.12)  -0.497
O (0.35, -5.95, 4.42)  -0.124
C (-0.31, -7.05, 4.84)  0.677
O (-1.09, -7.11, 5.79)  -0.621
O (0.10, -8.04, 4.10)  -0.246
C (-0.41, -9.36, 4.29)  -0.486
H (1.08, -3.65, 3.38)  0.023
H (0.05, -2.62, 4.40)  0.434
H (-0.67, -3.82, 3.40)  0.326
H (-0.50, -4.46, 5.77)  0.361
H (1.33, -4.53, 5.57)  0.255
H (-1.49, -9.39, 4.44)  0.344
H (0.12, -9.62, 5.21)  0.367
H (-0.11, -10.06, 3.51)  -0.061
C (4.96, -0.77, 3.46)  -1.489
C (4.15, -1.64, 2.54)  1.039
O (4.89, -2.30, 1.60)  -0.355
C (4.52, -3.44, 1.02)  0.763
O (3.47, -4.05, 1.22)  -0.499
O (5.44, -3.74, 0.12)  -0.388
C (5.38, -5.00, -0.55)  -0.425
H (4.31, -0.07, 4.00)  0.330
H (5.54, -0.01, 2.92)  0.350
H (5.55, -1.24, 4.25)  0.389
H (3.28, -1.13, 2.12)  -0.522
H (3.86, -2.47, 3.19)  0.199
H (4.48, -4.89, -1.14)  0.075
H (5.33, -5.89, 0.08)  0.295
H (6.22, -5.13, -1.23)  0.283
C (4.02, -1.51, -4.26)  -0.726
C (3.92, -1.33, -2.75)  0.798
O (3.21, -0.09, -2.66)  -0.317
S (2.03, 0.08, -3.81)  0.987
O (2.15, 1.40, -4.46)  -0.650
O (0.75, -0.49, -3.38)  -0.141
O (2.82, -0.97, -4.81)  -0.398
H (4.14, -2.53, -4.64)  0.339
H (4.76, -0.86, -4.73)  0.306
H (4.83, -1.16, -2.17)  0.424
H (3.42, -2.23, -2.40)  -0.542
C (-1.78, 2.28, -5.13)  -0.289
C (-2.13, 1.12, -4.15)  0.493
O (-3.47, 1.30, -3.78)  -0.223
S (-4.35, 2.43, -4.59)  0.957
O (-5.20, 3.15, -3.62)  -0.448
O (-5.03, 1.84, -5.79)  -0.577
O (-2.94, 3.18, -5.00)  -0.384
H (-1.70, 1.86, -6.13)  0.394
H (-0.82, 2.77, -4.93)  0.241
H (-1.45, 1.16, -3.30)  -0.533
H (-2.08, 0.16, -4.66)  0.388

=====

[2]
ORCA calculation (ωB97M-V with the def2-TZVPD basis set) on C49H107IO13PSSi3 as an isolated structure.

Values from the calculation:
* total charge: -1
* orbital gap: 6.5 eV
* lowest unoccupied orbital energy: 1.691 eV
* energy: -131024.3744 eV

Each line ends with the Mulliken charge.
Positions of all 175 atoms, in Å:
C (7.15, 0.42, -0.62)  -1.096
C (6.80, -0.88, 0.22)  0.293
C (6.35, -2.09, -0.67)  -0.718
C (5.60, -3.23, 0.13)  -0.812
Si (3.73, -2.85, 0.36)  -0.142
O (3.38, -1.61, -0.75)  -0.063
Si (1.81, -0.93, -0.65)  -0.862
C (1.61, 0.06, -2.30)  -0.554
C (0.12, 0.20, -2.82)  -1.140
C (-0.78, 1.21, -1.96)  -0.034
C (-1.82, 0.51, -1.01)  0.558
C (-3.22, 1.22, -0.91)  -0.358
C (-3.56, 1.73, 0.55)  -0.940
C (-3.43, 0.62, 1.66)  0.232
C (-4.83, 0.15, 2.28)  -0.669
Si (-4.98, -1.77, 2.10)  -0.029
C (-3.33, -2.65, 2.56)  -0.547
C (-6.30, -2.52, 3.25)  -0.878
C (-5.26, -2.10, 0.24)  0.734
C (-4.65, -3.21, -0.49)  -0.171
C (-4.93, -3.31, -1.92)  -0.466
C (-5.76, -2.37, -2.65)  -0.464
C (-6.38, -1.28, -1.92)  -0.452
C (-6.12, -1.16, -0.49)  -0.465
C (1.70, 0.40, 0.74)  -0.494
C (2.79, 1.56, 0.51)  -0.002
C (2.19, 2.85, -0.18)  -1.121
I (3.62, 2.26, 2.43)  0.149
P (0.12, -2.35, -0.62)  0.601
O (0.22, -3.44, -1.91)  -0.282
O (-0.03, -3.15, 0.85)  -0.459
C (2.86, -4.53, -0.03)  0.749
O (2.34, -5.23, 0.87)  -0.697
O (2.89, -4.85, -1.27)  -0.781
S (3.51, -2.31, 2.47)  1.083
C (4.43, -3.63, 3.41)  -1.201
O (4.25, -1.05, 2.77)  -0.429
O (2.14, -2.34, 2.99)  -0.615
H (6.36, 0.65, -1.39)  -0.048
H (7.11, 1.28, 0.11)  0.343
H (8.17, 0.40, -1.05)  0.392
H (7.71, -1.10, 0.85)  0.456
H (6.00, -0.57, 0.95)  -0.216
H (5.78, -1.76, -1.57)  0.096
H (7.30, -2.56, -1.07)  0.540
H (5.68, -4.16, -0.50)  0.392
H (6.10, -3.49, 1.10)  0.417
H (2.16, 1.03, -2.28)  0.483
H (2.14, -0.59, -3.06)  0.291
H (0.19, 0.68, -3.84)  0.452
H (-0.40, -0.78, -3.00)  0.382
H (-0.08, 1.88, -1.41)  -0.230
H (-1.35, 1.89, -2.66)  0.530
H (-1.34, 0.38, -0.01)  -0.330
H (-1.98, -0.52, -1.42)  0.049
H (-4.00, 0.43, -1.13)  -0.240
H (-3.37, 2.02, -1.68)  0.478
H (-4.55, 2.26, 0.56)  0.417
H (-2.79, 2.52, 0.79)  0.325
H (-2.81, -0.25, 1.35)  -0.339
H (-2.88, 1.10, 2.52)  0.264
H (-4.94, 0.37, 3.37)  0.456
H (-5.63, 0.67, 1.70)  0.254
H (-2.49, -2.34, 1.87)  -0.182
H (-3.44, -3.76, 2.50)  0.305
H (-3.09, -2.36, 3.62)  0.338
H (-7.30, -2.03, 3.16)  0.124
H (-6.38, -3.63, 3.15)  0.352
H (-5.94, -2.33, 4.30)  0.271
H (-3.98, -3.95, 0.01)  0.298
H (-4.45, -4.13, -2.51)  0.333
H (-5.95, -2.44, -3.75)  0.338
H (-7.02, -0.52, -2.44)  0.324
H (-6.61, -0.30, 0.03)  0.162
H (0.70, 0.92, 0.69)  0.303
H (1.90, -0.01, 1.76)  0.641
H (3.59, 1.10, -0.13)  -0.037
H (1.11, 3.02, 0.05)  0.253
H (2.73, 3.73, 0.27)  0.508
H (2.42, 2.91, -1.28)  0.263
H (-0.55, -4.04, -1.86)  0.167
H (-0.79, -3.75, 0.86)  0.260
H (5.51, -3.40, 3.52)  0.235
H (3.88, -3.77, 4.37)  0.435
H (4.28, -4.57, 2.80)  0.339
C (7.30, 1.11, -4.14)  -1.109
C (5.89, 1.29, -4.66)  0.051
O (5.57, 2.64, -4.98)  -0.458
C (6.36, 3.24, -6.00)  -0.039
C (6.25, 2.55, -7.34)  -1.161
H (7.50, 1.78, -3.31)  0.299
H (7.46, 0.08, -3.81)  0.368
H (8.05, 1.32, -4.92)  0.381
H (5.19, 0.99, -3.88)  0.003
H (5.70, 0.64, -5.52)  0.257
H (7.40, 3.32, -5.67)  0.072
H (5.99, 4.26, -6.10)  0.346
H (6.68, 1.54, -7.31)  0.282
H (6.79, 3.11, -8.11)  0.410
H (5.21, 2.45, -7.64)  0.308
C (11.94, 6.48, -7.98)  -1.028
C (10.44, 6.22, -7.90)  -0.326
O (10.11, 4.97, -7.33)  -0.409
C (10.53, 4.77, -5.98)  -0.335
C (9.92, 5.76, -5.00)  -1.089
H (12.45, 5.65, -8.47)  0.287
H (12.14, 7.40, -8.52)  0.385
H (12.38, 6.58, -6.98)  0.260
H (10.04, 6.20, -8.92)  0.319
H (9.93, 7.03, -7.38)  0.303
H (11.62, 4.77, -5.92)  0.343
H (10.20, 3.76, -5.71)  0.307
H (10.28, 6.77, -5.19)  0.335
H (10.19, 5.49, -3.98)  0.399
H (8.83, 5.77, -5.10)  0.260
C (-10.63, -0.36, 7.15)  -0.827
C (-9.60, 0.03, 6.10)  -0.356
O (-9.53, -0.88, 5.01)  -0.374
C (-10.72, -1.03, 4.24)  -0.345
C (-11.19, 0.25, 3.58)  -0.870
H (-10.46, -1.39, 7.48)  0.300
H (-10.56, 0.31, 8.01)  0.392
H (-11.65, -0.30, 6.76)  0.051
H (-8.61, 0.03, 6.55)  0.337
H (-9.78, 1.05, 5.73)  0.298
H (-11.51, -1.47, 4.86)  0.283
H (-10.49, -1.77, 3.47)  0.370
H (-11.50, 0.99, 4.32)  0.091
H (-12.03, 0.05, 2.92)  0.398
H (-10.38, 0.69, 2.99)  0.284
C (-15.30, 2.14, 7.95)  -1.102
C (-14.28, 2.53, 6.90)  -0.345
O (-14.21, 1.63, 5.81)  -0.367
C (-15.39, 1.47, 5.05)  -0.345
C (-15.87, 2.75, 4.38)  -1.086
H (-15.13, 1.11, 8.29)  0.299
H (-15.23, 2.80, 8.81)  0.394
H (-16.32, 2.19, 7.57)  0.264
H (-13.28, 2.53, 7.35)  0.348
H (-14.45, 3.55, 6.54)  0.321
H (-16.19, 1.03, 5.66)  0.303
H (-15.16, 0.73, 4.27)  0.339
H (-16.18, 3.49, 5.12)  0.261
H (-16.71, 2.55, 3.73)  0.399
H (-15.06, 3.20, 3.79)  0.293
C (1.99, -5.51, -4.36)  -0.592
C (1.04, -5.34, -5.53)  -0.381
O (0.98, -6.47, -6.39)  -0.435
C (0.53, -7.68, -5.80)  -0.346
C (-0.88, -7.60, -5.24)  -0.927
H (2.98, -5.81, -4.71)  0.319
H (2.08, -4.58, -3.80)  0.111
H (1.65, -6.28, -3.67)  0.202
H (1.38, -4.51, -6.15)  0.330
H (0.03, -5.07, -5.18)  0.242
H (1.23, -8.01, -5.03)  0.310
H (0.56, -8.43, -6.59)  0.337
H (-0.95, -6.91, -4.40)  0.164
H (-1.21, -8.58, -4.90)  0.393
H (-1.58, -7.24, -6.01)  0.280
C (9.26, 3.36, 5.88)  -1.052
C (8.34, 3.57, 4.68)  -0.321
O (8.23, 2.44, 3.84)  -0.429
C (7.70, 1.26, 4.44)  -0.192
C (6.28, 1.43, 4.96)  -0.820
H (10.24, 3.00, 5.55)  0.276
H (9.39, 4.29, 6.42)  0.395
H (8.85, 2.62, 6.57)  0.265
H (8.75, 4.37, 4.06)  0.349
H (7.35, 3.90, 5.01)  0.294
H (8.37, 0.90, 5.23)  0.286
H (7.70, 0.50, 3.66)  0.185
H (6.24, 2.13, 5.80)  0.347
H (5.89, 0.47, 5.31)  0.424
H (5.63, 1.82, 4.18)  -0.148

=====

In order of appearance, energy relative to the best compared isomer or geometry (same formula, charge and spin) = 105.78; 325.55 kJ/mol.